(1)
146
Properties=species:S:1:pos:R:3:mulliken_charge:R:1 method="wB97M-V/def2-TZVPD" smiles="CCN(CC)C(=S)SCCC[C@]1(CP(=O)(O)O)OC(=O)O[C@@]1(F)P(C)O.CNC(C)=O.CNC(C)=O.CNC(C)=O.CNC(C)=O.CNC(C)=O.CNC(C)=O.CNC(C)=O.CNC(C)=O" homo_ha=-0.291 gap_ev=7.387 total_charge=0
C -3.33 -5.49 0.92 -0.934
C -1.78 -5.87 1.25 -0.019
N -1.03 -6.23 0.01 0.210
C -0.76 -5.05 -0.88 0.432
C -0.81 -5.62 -2.41 -1.187
C 0.18 -7.04 0.27 -0.185
S 0.19 -8.63 -0.35 -0.143
S 1.70 -6.52 1.16 -0.189
C 1.56 -4.77 1.78 -0.115
C 2.78 -3.80 1.25 -0.426
C 3.08 -2.64 2.34 -1.001
C 3.34 -1.18 1.64 1.232
C 2.22 -0.17 2.19 -0.989
P 0.49 -0.44 1.45 0.331
O 0.28 -1.83 0.83 -0.385
O -0.62 -0.19 2.76 -0.380
O 0.16 0.70 0.19 -0.437
O 3.70 -1.19 0.24 -0.381
C 5.11 -1.57 0.27 0.271
O 5.79 -1.96 -0.72 -0.537
O 5.67 -1.49 1.61 -0.308
C 4.70 -0.62 2.27 0.791
F 4.72 -0.63 3.73 -0.352
P 5.30 1.15 1.88 0.260
C 4.43 1.91 0.38 -0.701
O 6.96 1.01 1.38 -0.526
H -4.00 -5.54 1.85 0.349
H -3.30 -4.37 0.61 0.026
H -3.74 -6.05 0.01 0.322
H -1.81 -6.78 1.98 0.338
H -1.36 -4.95 1.82 0.074
H -1.55 -4.23 -0.81 0.245
H 0.28 -4.59 -0.71 -0.319
H -1.31 -4.86 -3.11 0.321
H -1.47 -6.58 -2.37 0.275
H 0.25 -5.91 -2.73 0.309
H 0.60 -4.30 1.38 -0.318
H 1.60 -4.73 2.93 0.481
H 2.40 -3.38 0.24 0.221
H 3.73 -4.44 1.10 0.496
H 2.13 -2.58 3.00 0.418
H 3.98 -3.00 2.95 0.216
H 2.16 -0.34 3.34 0.481
H 2.46 0.94 2.05 0.377
H -1.32 0.38 2.34 0.307
H 1.05 1.03 -0.10 0.343
H 3.38 1.47 0.16 0.020
H 4.26 3.05 0.49 0.290
H 5.08 1.79 -0.57 0.348
H 6.98 1.13 0.39 0.306
C -8.10 -5.18 -0.69 -1.351
C -6.67 -4.75 -0.45 0.758
O -5.77 -5.55 -0.29 -0.572
N -6.41 -3.41 -0.41 -0.036
C -7.33 -2.31 -0.57 -0.837
H -8.15 -6.27 -0.69 0.303
H -8.74 -4.80 0.11 0.360
H -8.44 -4.81 -1.65 0.353
H -5.43 -3.20 -0.25 0.167
H -6.99 -1.71 -1.42 0.187
H -7.29 -1.70 0.34 0.259
H -8.35 -2.64 -0.74 0.349
C 7.23 4.14 6.43 -1.323
C 6.47 3.52 5.29 0.802
O 5.32 3.84 5.03 -0.688
N 7.11 2.59 4.53 0.022
C 8.46 2.09 4.67 -0.733
H 6.60 4.86 6.94 0.307
H 7.53 3.37 7.15 0.356
H 8.12 4.67 6.06 0.319
H 6.54 2.22 3.78 -0.060
H 9.00 2.30 3.74 0.040
H 8.41 1.01 4.82 0.290
H 8.99 2.56 5.50 0.397
C -8.18 0.68 -4.99 -1.463
C -7.63 0.42 -3.61 0.871
O -8.36 0.25 -2.64 -0.655
N -6.28 0.39 -3.45 0.016
C -5.25 0.57 -4.46 -0.944
H -9.27 0.67 -4.95 0.337
H -7.85 1.65 -5.35 0.348
H -7.85 -0.11 -5.67 0.382
H -5.99 0.22 -2.50 0.275
H -4.64 -0.33 -4.49 0.342
H -4.63 1.42 -4.17 0.244
H -5.67 0.76 -5.45 0.293
C -1.57 5.07 -4.28 -1.586
C -1.96 3.62 -4.19 0.928
O -2.23 2.95 -5.19 -0.636
N -2.03 3.05 -2.96 0.031
C -1.76 3.66 -1.67 -0.776
H -1.57 5.38 -5.33 0.336
H -2.29 5.69 -3.74 0.392
H -0.57 5.21 -3.88 0.379
H -2.30 2.07 -2.98 0.194
H -0.95 3.10 -1.20 0.200
H -2.66 3.57 -1.07 0.251
H -1.48 4.70 -1.76 0.327
C -6.58 3.31 -2.16 -0.815
C -6.14 4.63 -1.59 0.351
O -5.00 4.81 -1.17 -0.653
N -7.05 5.64 -1.54 -0.152
C -8.43 5.62 -1.97 -0.825
H -5.75 2.60 -2.13 0.126
H -7.40 2.89 -1.57 0.469
H -6.89 3.43 -3.20 0.336
H -6.68 6.49 -1.14 0.258
H -8.56 6.40 -2.73 0.283
H -9.06 5.86 -1.11 0.283
H -8.72 4.66 -2.38 0.315
C -1.52 -2.15 5.95 -0.931
C -2.89 -2.51 6.44 0.680
O -3.31 -3.66 6.41 -0.657
N -3.68 -1.52 6.94 -0.162
C -3.37 -0.11 7.07 -0.790
H -1.01 -3.04 5.58 0.267
H -1.60 -1.43 5.12 0.140
H -0.93 -1.72 6.76 0.375
H -4.58 -1.84 7.25 0.229
H -3.45 0.16 8.12 0.281
H -4.11 0.45 6.50 0.269
H -2.38 0.13 6.70 0.309
C 1.76 -0.28 -7.59 -1.215
C 0.39 -0.62 -7.09 0.778
O -0.07 -1.76 -7.15 -0.658
N -0.36 0.38 -6.55 -0.071
C -0.01 1.78 -6.39 -0.686
H 2.24 -1.18 -7.98 0.292
H 1.70 0.46 -8.39 0.338
H 2.38 0.10 -6.77 0.331
H -1.27 0.08 -6.24 0.133
H -0.07 2.02 -5.33 0.084
H -0.75 2.37 -6.94 0.293
H 0.99 2.00 -6.76 0.357
C 12.52 4.16 2.64 -1.367
C 11.04 3.95 2.46 0.862
O 10.25 4.11 3.38 -0.642
N 10.60 3.57 1.23 -0.093
C 11.36 3.33 0.03 -0.883
H 12.72 4.46 3.67 0.294
H 13.06 3.23 2.44 0.372
H 12.87 4.96 1.97 0.367
H 9.59 3.44 1.19 0.184
H 11.00 4.00 -0.75 0.307
H 11.19 2.29 -0.28 0.288
H 12.43 3.49 0.18 0.329

(2)
11
Properties=species:S:1:pos:R:3:nbo_charge:R:1 method="wB97M-V/def2-TZVPD" smiles="CS[P@@](N)(=O)[O-]" homo_ha=-0.150 gap_ev=7.694 total_charge=-1
C -1.98 -0.53 0.05 -0.758
N 2.24 1.01 0.07 -1.189
O 0.80 -0.86 1.07 -1.199
O 1.25 -0.85 -1.44 -1.155
P 0.97 -0.14 -0.16 2.185
S -0.98 0.92 -0.12 -0.266
H -2.75 -0.43 0.83 0.200
H -1.31 -1.37 0.08 0.255
H -2.60 -0.73 -0.92 0.181
H 2.00 1.81 -0.50 0.367
H 2.37 1.17 1.03 0.377

(3)
35
Properties=species:S:1:pos:R:3:nbo_charge:R:1 method="wB97M-V/def2-TZVPD" homo_ha=-0.328 gap_ev=9.373 total_charge=0
F 1.04 1.05 -0.75 -0.481
B 1.00 1.59 0.46 0.904
S 1.32 0.49 1.91 -0.278
C 0.73 3.12 0.60 -0.814
C -0.54 3.44 1.43 -0.451
C -1.52 2.32 1.50 0.237
F -1.70 1.74 2.70 -0.306
C -2.17 1.80 0.48 0.649
F -2.80 0.64 0.50 -0.298
F -2.28 2.39 -0.70 -0.303
H 0.30 -0.35 1.72 0.166
H 0.69 3.61 -0.37 0.237
H 1.60 3.56 1.12 0.254
H -0.27 3.69 2.46 0.246
H -1.00 4.34 1.02 0.238
C 3.81 -2.38 1.31 -0.832
S 5.01 -2.20 2.63 1.254
O 4.94 -0.79 3.09 -0.984
C 6.46 -2.32 1.57 -0.832
H 2.82 -2.28 1.75 0.243
H 3.95 -1.59 0.57 0.232
H 3.91 -3.36 0.85 0.225
H 6.42 -1.53 0.82 0.229
H 6.49 -3.30 1.11 0.225
H 7.34 -2.18 2.21 0.239
C -3.36 -0.67 -2.59 -0.833
S -4.91 -1.40 -2.05 1.255
O -4.65 -2.85 -1.82 -0.983
C -5.74 -1.26 -3.63 -0.832
H -2.67 -0.70 -1.75 0.242
H -2.96 -1.26 -3.42 0.229
H -3.53 0.36 -2.89 0.227
H -5.17 -1.80 -4.39 0.230
H -5.84 -0.21 -3.90 0.225
H -6.73 -1.71 -3.52 0.240

(4)
81
Properties=species:S:1:pos:R:3:lowdin_spin:R:1 method="wB97M-V/def2-TZVPD" multiplicity=6 homo_ha="-0.254 / -0.267" gap_ev="6.892 / 5.592" total_charge=0 s2=8.78
Ir -0.10 -0.17 -0.03 0.883
C 3.55 0.18 -1.65 0.008
C 2.42 0.34 -2.67 0.007
C 2.98 0.59 -4.07 0.002
C 1.50 1.45 -2.25 0.010
C 1.55 2.77 -2.70 0.000
C 0.66 3.46 -1.91 0.002
N 0.11 2.60 -1.05 -0.001
N 0.59 1.36 -1.27 0.014
B -0.86 2.92 0.10 0.001
N -2.21 2.24 -0.10 0.002
C -3.36 2.88 -0.31 -0.001
C -4.32 1.94 -0.59 0.003
C -3.65 0.71 -0.52 0.006
N -2.35 0.90 -0.23 0.088
C -4.37 -0.59 -0.76 0.003
C -3.80 -1.35 -1.95 0.015
C -4.45 -1.45 0.48 0.033
N -0.21 2.45 1.42 0.000
C 0.08 3.21 2.48 0.003
C 0.82 2.46 3.36 0.001
C 0.96 1.21 2.75 0.005
N 0.33 1.22 1.57 0.008
C 1.78 0.06 3.26 0.002
C 3.00 -0.16 2.36 0.007
C 2.21 0.27 4.70 0.000
H 4.25 -0.58 -1.98 0.001
H 3.16 -0.13 -0.69 0.007
H 4.09 1.12 -1.52 0.000
H 1.87 -0.59 -2.69 0.010
H 3.69 1.42 -4.07 0.000
H 2.19 0.80 -4.79 0.001
H 3.52 -0.30 -4.41 0.000
H 2.17 3.17 -3.48 0.000
H 0.39 4.50 -1.88 0.000
H -1.03 4.11 0.15 0.000
H -3.40 3.96 -0.25 0.000
H -5.36 2.10 -0.81 0.001
H -5.39 -0.28 -1.00 0.001
H -2.74 -1.52 -1.81 0.015
H -3.93 -0.78 -2.88 0.005
H -4.29 -2.32 -2.07 0.000
H -3.45 -1.71 0.83 0.027
H -4.98 -2.38 0.27 0.000
H -4.96 -0.94 1.30 0.000
H -0.25 4.24 2.52 0.000
H 1.21 2.77 4.31 0.000
H 1.15 -0.83 3.24 0.000
H 3.71 0.66 2.49 0.000
H 2.73 -0.19 1.31 0.009
H 3.51 -1.09 2.62 0.000
H 2.90 1.11 4.78 0.000
H 2.72 -0.61 5.08 0.000
H 1.36 0.47 5.36 0.000
Se -0.73 -1.44 -3.57 0.744
Te 1.29 -3.52 -4.59 0.683
Te 3.31 -4.65 -3.17 0.550
Se 3.19 -3.97 -0.89 0.460
C -2.89 -6.03 3.60 0.001
Si -3.23 -4.53 2.55 0.008
C -4.51 -3.46 3.40 0.000
C -3.74 -5.06 0.84 0.000
C -1.58 -3.62 2.33 0.095
C -0.36 -4.22 2.66 0.031
C 0.84 -3.64 2.27 -0.013
C 0.82 -2.47 1.57 0.052
N -0.34 -1.82 1.28 0.110
C -1.43 -2.43 1.65 0.660
S -0.19 -1.90 -1.58 0.417
H -3.80 -6.61 3.70 0.000
H -2.56 -5.74 4.61 0.000
H -2.13 -6.68 3.17 0.000
H -4.90 -4.00 4.26 0.000
H -5.34 -3.23 2.74 0.000
H -4.09 -2.52 3.76 0.000
H -4.79 -5.36 0.81 0.000
H -3.13 -5.90 0.51 0.000
H -3.60 -4.25 0.12 0.000
H -0.35 -5.15 3.22 0.005
H 1.79 -4.12 2.48 0.001
H 1.72 -2.03 1.16 0.015

(5)
88
Properties=species:S:1:pos:R:3:mulliken_charge:R:1 method="wB97M-V/def2-TZVPD" homo_ha=-0.347 gap_ev=9.786 total_charge=0
C 1.41 -1.39 0.32 -0.352
O 2.07 -1.37 -0.93 -0.389
C 1.33 -0.74 -1.96 -0.905
C 1.60 0.76 -2.01 1.030
C 0.58 1.58 -2.82 -0.778
C 0.45 3.02 -2.26 -0.630
Si -0.12 3.06 -0.48 -0.253
O -1.11 1.71 -0.22 0.531
Si -2.70 1.55 -0.37 0.185
Br -3.41 2.13 -2.37 -0.302
I -3.91 2.82 1.29 0.026
P -3.13 -0.67 -0.09 0.328
O -2.15 -1.33 0.81 -0.558
B 1.38 2.85 0.89 0.783
O 2.64 3.33 0.61 -0.645
O 1.11 2.23 2.10 -0.657
H 0.80 -0.50 0.49 -0.043
H 2.19 -1.46 1.09 0.294
H 0.74 -2.25 0.40 0.265
H 1.64 -1.23 -2.89 0.331
H 0.25 -0.92 -1.83 0.329
H 2.59 0.90 -2.46 0.096
H 1.66 1.12 -0.98 -0.642
H 0.90 1.64 -3.86 0.446
H -0.41 1.09 -2.83 0.205
H 1.42 3.54 -2.34 0.371
H -0.25 3.60 -2.86 0.418
H -0.95 4.27 -0.25 -0.197
H -3.21 -1.17 -1.41 0.047
H -4.48 -0.71 0.32 0.070
H 3.34 2.66 0.61 0.248
H 0.85 1.30 2.06 0.345
Br -6.44 -0.78 3.12 -0.148
C -5.46 -1.73 4.51 -0.488
C -4.11 -2.20 4.04 -0.596
Br -4.25 -3.71 2.83 -0.094
H -6.10 -2.56 4.81 0.376
H -5.35 -1.03 5.33 0.258
H -3.52 -2.54 4.89 0.392
H -3.57 -1.42 3.52 0.292
Br 6.63 -0.82 -0.57 -0.134
C 6.08 -0.26 -2.34 -0.440
C 6.41 1.18 -2.62 -0.561
Br 5.22 2.40 -1.68 -0.108
H 5.01 -0.45 -2.40 0.164
H 6.61 -0.90 -3.04 0.394
H 6.29 1.42 -3.67 0.206
H 7.42 1.44 -2.30 0.486
Br -4.12 -7.05 0.56 -0.169
C -5.05 -8.30 1.73 -0.585
C -6.52 -8.02 1.82 0.107
Br -6.88 -6.43 2.88 -0.122
H -4.56 -8.22 2.70 0.373
H -4.88 -9.29 1.32 0.367
H -7.03 -8.84 2.32 -0.352
H -6.96 -7.84 0.84 0.402
Br 6.17 6.80 -5.95 -0.153
C 6.23 5.98 -4.19 -0.538
C 7.55 5.31 -3.93 -0.438
Br 7.72 3.65 -4.93 -0.145
H 5.40 5.28 -4.14 0.304
H 6.07 6.79 -3.47 0.383
H 7.63 5.04 -2.88 0.349
H 8.40 5.92 -4.22 0.228
Br -5.21 5.44 3.54 -0.162
C -5.07 5.09 5.44 -0.523
C -4.25 3.85 5.73 -0.645
Br -5.20 2.20 5.34 -0.096
H -6.09 5.00 5.81 0.360
H -4.59 5.96 5.87 0.350
H -4.00 3.80 6.79 0.352
H -3.34 3.82 5.14 0.358
Br 11.51 4.43 -4.66 -0.113
C 10.98 4.67 -6.51 -0.472
C 11.21 6.09 -6.98 -0.563
Br 9.88 7.30 -6.24 -0.102
H 9.94 4.39 -6.56 0.180
H 11.59 3.98 -7.09 0.374
H 11.10 6.14 -8.06 0.354
H 12.18 6.47 -6.69 0.368
Br -10.85 -8.87 3.64 -0.128
C -9.95 -9.82 5.07 -0.592
C -8.46 -9.86 4.86 -0.391
Br -7.96 -11.11 3.45 -0.166
H -10.38 -10.82 5.10 0.382
H -10.18 -9.29 5.99 0.354
H -7.95 -10.21 5.76 0.384
H -8.07 -8.89 4.57 0.129